{
  "formula": "C45H44IN4PSeSiZn",
  "method": "ωB97M-V/def2-TZVPD",
  "species": ["Zn", "I", "C", "C", "C", "C", "C", "C", "C", "C", "C", "P", "C", "C", "C", "C", "C", "C", "C", "C", "C", "C", "C", "C", "C", "H", "H", "H", "H", "H", "H", "H", "H", "H", "H", "H", "H", "H", "H", "H", "H", "C", "C", "C", "C", "C", "C", "C", "C", "H", "H", "H", "H", "H", "C", "Si", "C", "C", "H", "H", "H", "H", "H", "H", "H", "H", "H", "C", "N", "C", "C", "N", "C", "C", "Se", "H", "H", "H", "H", "H", "H", "H", "H", "N", "C", "N", "C", "C", "C", "C", "C", "C", "H", "H", "H", "H", "H", "H"],
  "xyz": [[0.15111, -0.33616, -0.59632], [0.64283, -0.54406, 3.73678], [1.85376, 1.12145, 4.21633], [2.81410, 0.84327, 5.15146], [3.57141, 1.86871, 5.73526], [3.30294, 3.16308, 5.41329], [2.32843, 3.48423, 4.44227], [2.05787, 4.84243, 4.17189], [1.09891, 5.19896, 3.27309], [0.44594, 4.20167, 2.54000], [0.71404, 2.86276, 2.70614], [0.07006, 1.77752, 1.35006], [-1.70555, 2.11544, 1.44283], [-2.33164, 1.91248, 2.67954], [-3.70337, 1.97019, 2.80660], [-4.47657, 2.21963, 1.67984], [-3.86412, 2.41825, 0.45937], [-2.47368, 2.38212, 0.31119], [0.60323, 2.64100, -0.18098], [0.29411, 4.01563, -0.83046], [1.38793, 4.68819, -1.53766], [2.57208, 4.10804, -1.77370], [2.86877, 2.80638, -1.22250], [1.97631, 2.15364, -0.46388], [1.60958, 2.45100, 3.74996], [2.97014, -0.17749, 5.47180], [4.32818, 1.62180, 6.46765], [3.82675, 3.97507, 5.90246], [2.62256, 5.59678, 4.70620], [0.86754, 6.24069, 3.09345], [-0.28531, 4.49659, 1.80212], [-1.72235, 1.72162, 3.55415], [-4.17212, 1.82640, 3.77220], [-5.55373, 2.27947, 1.76032], [-4.47418, 2.63608, -0.41045], [-2.31093, 1.96686, -1.75582], [-0.36055, 4.71293, -0.32821], [1.21094, 5.71881, -1.82295], [3.35638, 4.64433, -2.29233], [3.86106, 2.39711, -1.36357], [2.29363, 1.25764, 0.06542], [-0.40719, 2.77226, -1.30974], [-1.93875, 2.73250, -1.06939], [-2.58714, 4.06247, -1.48473], [-3.08235, 4.24835, -2.77174], [-3.64372, 5.46009, -3.15292], [-3.72259, 6.51054, -2.25215], [-3.26671, 6.32773, -0.95559], [-2.71691, 5.11278, -0.57523], [-3.02657, 3.43491, -3.48027], [-4.02492, 5.57936, -4.15955], [-4.15301, 7.45758, -2.55174], [-3.34611, 7.12910, -0.23152], [-2.41694, 4.97822, 0.45815], [3.14845, -1.52607, 0.93719], [1.52151, -2.13033, 0.15107], [1.95323, -3.24160, -1.33110], [0.67867, -3.30669, 1.38684], [3.73140, -2.36956, 1.31546], [2.95924, -0.84969, 1.77426], [3.76382, -0.99331, 0.20839], [2.63615, -4.04130, -1.03438], [2.41543, -2.68270, -2.14687], [1.04385, -3.70577, -1.72050], [1.23962, -4.23986, 1.48427], [-0.32325, -3.55781, 1.03588], [0.57855, -2.86613, 2.37966], [-4.25199, -0.60574, -2.72149], [-4.73751, -0.81495, -1.37263], [-5.99574, -0.48906, -0.91339], [-6.06200, -0.86192, 0.38024], [-4.84409, -1.41652, 0.70810], [-4.45203, -1.95976, 1.98854], [-4.02816, -1.38969, -0.37328], [-2.33793, -2.09082, -0.43889], [-4.50138, 0.40170, -3.05442], [-4.69122, -1.33165, -3.40619], [-3.17187, -0.73894, -2.73679], [-6.72606, -0.01030, -1.54103], [-6.85986, -0.77889, 1.09616], [-5.28474, -1.87997, 2.68344], [-3.59092, -1.41440, 2.37474], [-4.16208, -3.00330, 1.87340], [-0.79446, 2.33467, -3.75367], [0.01511, 2.02054, -2.57518], [-0.15676, 0.59000, -2.34554], [-0.84881, 0.08189, -3.41655], [-1.17634, -1.23139, -3.72824], [-1.89427, -1.48694, -4.89978], [-2.27786, -0.46518, -5.74923], [-1.93471, 0.86345, -5.45439], [-1.22104, 1.11120, -4.30704], [-0.40187, 3.01155, -4.38745], [1.06802, 2.25340, -2.76636], [-0.86654, -2.03846, -3.07746], [-2.14327, -2.51197, -5.14660], [-2.83188, -0.68788, -6.65189], [-2.21340, 1.67211, -6.12054]],
  "mulliken_charge": [0.80, 0.26, -0.18, -0.61, -0.79, -0.84, 0.97, -0.93, -1.14, -0.38, 1.12, 1.12, 0.95, -0.94, -0.98, -1.19, -0.14, -0.83, 0.79, 0.59, -1.81, -0.89, -0.88, -1.27, 0.20, 0.44, 0.39, 0.37, 0.37, 0.46, 0.09, 0.42, 0.43, 0.42, 0.65, -0.44, 0.51, 0.54, 0.41, 0.49, 0.23, 0.12, 0.98, 0.44, -0.82, -0.68, -0.75, -1.10, 0.50, 0.31, 0.46, 0.38, 0.46, 0.28, -0.88, 0.70, -1.18, -0.81, 0.38, 0.13, 0.27, 0.38, 0.31, 0.28, 0.36, 0.20, -0.05, -0.54, 0.47, -0.66, -0.47, 0.32, -0.91, -0.33, -0.27, 0.36, 0.39, -0.39, 0.51, 0.48, 0.29, 0.26, 0.37, 0.01, -0.19, -0.10, 0.10, -0.26, -0.58, -0.66, -0.79, 0.67, 0.36, 0.64, 0.27, 0.39, 0.36, 0.44],
  "de_lowest_kcal_mol": 1.3,
  "homo_energy_ev": -6.17,
  "total_energy_ha": -7069.5133,
  "orbital_gap_ha": 0.2248
}